The following is a DFT calculation (ωB97M-V/def2-TZVPD) of the molecule C27H35N5O4S.

Each line ends with the Löwdin charge.
Geometry (Å):
C 7.680 0.541 0.304  -0.12
O 6.343 0.222 0.029  -0.20
C 6.108 -1.170 -0.018  -0.24
C 4.636 -1.412 -0.320  -0.15
H 4.460 -2.482 -0.435  0.10
H 4.377 -0.914 -1.255  0.12
C 3.756 -0.865 0.806  -0.18
N 2.342 -0.994 0.500  -0.05
C 1.717 -2.162 0.735  -0.78
S 2.445 -3.493 1.370  0.71
N 0.352 -2.230 0.459  0.12
C -0.579 -1.271 0.726  -0.39
O -0.295 -0.227 1.284  0.08
C -2.000 -1.557 0.260  -0.33
C -2.938 -1.408 1.466  -0.07
C -4.390 -1.532 1.008  -0.29
C -4.703 -0.433 -0.005  -0.11
C -3.780 -0.580 -1.213  -0.28
C -2.326 -0.456 -0.764  -0.07
H -1.658 -0.550 -1.624  0.13
H -2.152 0.518 -0.303  0.11
C -3.993 -1.947 -1.861  -0.12
C -3.677 -3.041 -0.843  -0.28
C -4.604 -2.901 0.364  -0.12
H -5.643 -3.004 0.046  0.12
H -4.396 -3.691 1.089  0.12
C -2.218 -2.922 -0.391  -0.09
H -2.006 -3.724 0.323  0.13
H -1.564 -3.037 -1.259  0.13
H -3.825 -4.023 -1.305  0.14
H -3.345 -2.051 -2.733  0.12
H -5.028 -2.043 -2.198  0.12
H -3.998 0.209 -1.941  0.14
H -5.745 -0.505 -0.323  0.12
H -4.557 0.546 0.458  0.11
H -5.050 -1.429 1.877  0.14
H -2.766 -0.436 1.933  0.13
H -2.710 -2.181 2.203  0.14
H 0.035 -3.160 0.223  0.11
C 1.815 -0.074 -0.444  -0.12
C 1.565 1.229 -0.075  -0.22
N 1.811 1.655 1.192  0.21
H 1.268 2.445 1.508  0.08
H 1.816 0.894 1.859  0.11
N 1.134 2.139 -1.004  0.08
C 0.844 1.780 -2.312  -0.48
O 0.452 2.577 -3.132  0.08
N 1.024 0.458 -2.601  0.22
C 1.482 -0.554 -1.754  -0.42
O 1.540 -1.701 -2.149  0.08
H 0.803 0.181 -3.552  0.17
C 0.904 3.532 -0.633  -0.07
C -0.337 3.679 0.212  -0.21
C -0.289 4.252 1.477  -0.06
C -1.438 4.350 2.244  -0.07
C -2.641 3.872 1.756  -0.08
C -2.697 3.311 0.490  -0.07
C -1.552 3.217 -0.279  -0.03
H -1.595 2.795 -1.272  0.12
H -3.637 2.952 0.098  0.10
H -3.535 3.942 2.357  0.10
H -1.390 4.798 3.225  0.10
H 0.645 4.642 1.859  0.12
H 1.790 3.919 -0.122  0.14
H 0.774 4.069 -1.578  0.13
H 3.982 0.193 0.952  0.12
H 3.953 -1.416 1.728  0.09
H 6.732 -1.629 -0.801  0.13
H 6.378 -1.629 0.945  0.13
H 7.747 1.627 0.317  0.09
H 8.353 0.143 -0.466  0.09
H 7.992 0.144 1.279  0.09

As for the spin multiplicity: 1. As for the total energy: -2022.9206 Ha. The strongest force on any atom is 0.78 eV Å⁻¹. As for the orbital gap: 8.7 eV. The value obtained for the energy above the lowest of the compared OMol25 structures with the same formula, charge and spin is 0.000 eV.

The following is a DFT calculation (ωB97M-V/def2-TZVPD) of a structure of composition C27H36AlIO2P2Si in a non-equilibrium geometry.

Each line ends with the Löwdin charge.
Geometry (Å):
C 5.681 3.696 -6.380  -0.09
C 5.492 2.809 -5.181  -0.78
H 6.733 3.685 -6.677  0.10
H 5.356 4.709 -6.128  0.09
H 5.043 3.337 -7.192  0.09
O 6.306 2.169 -4.603  0.06
I 3.352 2.791 -4.515  0.65
Al 1.157 0.433 -0.822  0.33
P 0.685 -1.271 -2.320  0.77
C 1.066 -2.988 -1.804  -0.18
C -1.078 -1.354 -2.807  -0.21
H -1.240 -2.116 -3.577  0.08
H 1.237 -1.881 -4.628  0.07
H -1.371 -0.371 -3.185  0.06
H 1.331 -0.115 -4.329  0.03
H 0.509 -3.225 -0.894  0.03
H -1.685 -1.585 -1.928  0.01
C 1.555 -1.105 -3.923  -0.23
H 0.799 -3.703 -2.590  0.09
H 2.633 -1.180 -3.758  0.06
H 2.133 -3.072 -1.584  0.07
P 1.522 2.320 0.474  0.80
C 2.250 2.083 2.139  -0.18
C 2.636 3.547 -0.307  -0.23
H -0.465 3.523 -0.152  0.07
H 0.234 4.211 1.350  0.08
H -0.689 2.680 1.394  0.03
C 0.003 3.288 0.807  -0.20
H 2.237 3.784 -1.297  0.03
H 2.709 4.457 0.298  0.08
H 2.376 3.042 2.653  0.09
H 3.222 1.592 2.043  0.07
H 3.629 3.106 -0.428  0.06
H 1.598 1.436 2.731  0.03
C 1.801 -0.703 0.446  -0.28
O 2.215 -1.435 1.261  0.19
C 0.864 -2.660 4.562  -0.05
C 0.534 -3.397 3.428  -0.05
C -0.021 -2.757 2.318  -0.10
C -0.266 -1.360 2.316  -0.31
C 0.081 -0.638 3.471  -0.12
C 0.640 -1.284 4.583  -0.05
Si -0.993 -0.558 0.725  0.81
C -2.332 -1.979 0.702  -0.25
C -2.336 -3.112 -0.150  -0.14
C -3.320 -4.100 -0.054  -0.06
C -4.319 -4.007 0.909  -0.06
C -4.326 -2.931 1.787  -0.05
C -3.346 -1.940 1.692  -0.07
C -2.198 0.832 1.102  -0.34
C -2.794 1.532 0.044  -0.12
C -3.703 2.565 0.305  -0.06
C -4.026 2.907 1.622  -0.05
C -3.447 2.214 2.680  -0.05
C -2.543 1.183 2.426  -0.11
H 1.300 -3.158 5.419  0.11
H 0.714 -4.465 3.403  0.12
H -0.239 -3.366 1.455  0.09
H -0.066 0.424 3.530  0.07
H 0.906 -0.715 5.464  0.11
H -1.584 -3.297 -0.881  0.05
H -3.297 -4.954 -0.720  0.11
H -5.077 -4.777 0.985  0.11
H -5.089 -2.864 2.554  0.12
H -3.400 -1.153 2.417  0.09
H -2.556 1.278 -0.980  0.09
H -4.161 3.104 -0.512  0.11
H -4.728 3.705 1.827  0.11
H -3.699 2.467 3.705  0.12
H -2.147 0.664 3.277  0.09

As for the spin multiplicity: 1. As for the total energy: -2712.6864 Ha. The strongest force on any atom is 7.48 eV Å⁻¹. As for the orbital gap: 5.5 eV. The total charge is +2. The value obtained for the energy above the lowest of the compared OMol25 structures with the same formula, charge and spin is 0.901 eV.

The following is a DFT calculation (ωB97M-V/def2-TZVPD) of a structure of composition C27H36AuN7.

Each line ends with the Löwdin charge.
Geometry (Å):
Au 0.294 -0.541 1.238  1.08
C -2.335 -2.135 2.062  -0.05
N -2.341 -2.789 0.780  -0.09
C -3.562 -3.464 0.348  -0.09
C -3.143 -4.073 -0.980  -0.09
N -1.937 -3.314 -1.317  -0.06
C -1.439 -3.442 -2.680  -0.02
C -1.451 -2.669 -0.230  -0.32
N -0.292 -2.023 -0.128  -0.06
C 0.749 -2.253 -1.140  -0.23
C 2.138 -2.197 -0.534  -0.25
N 2.342 -0.865 0.003  0.00
C 3.534 -0.337 0.093  -0.36
N 3.706 1.001 0.262  -0.10
C 2.654 1.975 0.283  -0.05
C 5.105 1.357 0.436  -0.10
C 5.819 0.079 -0.007  -0.09
N 4.756 -0.920 0.052  -0.08
C 5.091 -2.326 -0.060  -0.03
H -3.219 -2.470 2.601  0.10
H -2.389 -1.051 1.959  0.04
H -1.463 -2.408 2.660  0.08
H -4.380 -2.746 0.242  0.14
H -3.850 -4.220 1.078  0.14
H -3.894 -3.934 -1.756  0.13
H -2.915 -5.138 -0.902  0.14
H -2.290 -3.724 -3.296  0.10
H -0.683 -4.220 -2.782  0.10
H -1.060 -2.497 -3.061  0.09
H 0.689 -1.502 -1.938  0.11
H 0.633 -3.233 -1.593  0.10
H 2.843 -2.456 -1.328  0.12
H 2.208 -2.973 0.238  0.11
H 1.814 1.612 -0.307  0.06
H 3.012 2.901 -0.167  0.10
H 2.305 2.206 1.296  0.07
H 5.322 1.619 1.475  0.13
H 5.360 2.209 -0.194  0.13
H 6.629 -0.201 0.665  0.13
H 6.222 0.162 -1.019  0.13
H 6.060 -2.473 0.414  0.10
H 5.164 -2.659 -1.097  0.10
H 4.371 -2.940 0.473  0.08
C -3.339 3.251 -3.527  -0.05
C -3.626 3.320 -2.168  -0.05
C -2.885 2.583 -1.261  -0.02
C -1.849 1.768 -1.716  -0.21
C -1.576 1.687 -3.081  -0.03
C -2.317 2.434 -3.984  -0.06
C -1.007 0.953 -0.810  -0.05
C -0.977 1.067 0.502  -0.12
C -1.243 2.049 1.518  -0.31
C -2.073 1.828 2.626  -0.04
C -2.341 2.858 3.502  -0.04
C -1.781 4.117 3.284  -0.03
C -0.956 4.349 2.194  -0.04
C -0.676 3.316 1.316  -0.02
H -3.920 3.834 -4.229  0.12
H -4.432 3.948 -1.815  0.12
H -3.129 2.632 -0.208  0.11
H -0.776 1.048 -3.433  0.11
H -2.098 2.376 -5.041  0.11
H -0.379 0.225 -1.303  0.08
H -2.505 0.851 2.793  0.10
H -2.990 2.695 4.350  0.12
H -1.997 4.923 3.972  0.12
H -0.535 5.330 2.030  0.12
H -0.046 3.479 0.452  0.13
N 1.111 0.737 4.006  0.25
C 0.765 0.357 2.978  -0.13
H 1.403 1.058 4.911  0.13

As for the spin multiplicity: 1. As for the total energy: -1568.8280 Ha. The strongest force on any atom is 0.43 eV Å⁻¹. As for the orbital gap: 6.0 eV. The total charge is +2. The value obtained for the energy above the lowest of the compared OMol25 structures with the same formula, charge and spin is 0.714 eV.

The following is a DFT calculation (ωB97M-V/def2-TZVPD) of a structure of composition C27H36BrGeLiN3O4.

Each line ends with the Löwdin charge.
Geometry (Å):
Li -1.293 0.156 -0.569  0.56
C -1.942 2.615 3.660  -0.08
C -0.742 2.040 2.900  -0.71
C 0.318 1.622 3.917  -0.04
C -0.185 3.119 1.970  -0.02
O -1.073 0.892 2.130  -0.35
Ge -2.837 0.477 1.625  0.97
O -2.616 1.443 -0.026  -0.40
C -3.620 2.193 -0.702  -0.71
C -5.029 1.783 -0.271  -0.08
C -3.403 3.676 -0.406  -0.04
C -3.463 1.942 -2.199  -0.05
O -2.186 -1.007 0.622  -0.41
C -2.002 -2.343 1.061  -0.71
C -2.612 -3.258 0.002  -0.04
C -0.505 -2.620 1.193  -0.04
C -2.680 -2.581 2.408  -0.07
H -1.630 3.464 4.274  0.09
H -2.386 1.861 4.312  0.08
H -2.713 2.965 2.970  0.06
H 0.646 2.474 4.519  0.09
H 1.195 1.205 3.412  0.06
H -0.086 0.856 4.582  0.09
H 0.104 4.015 2.528  0.09
H -0.940 3.388 1.230  0.07
H 0.694 2.749 1.437  0.07
H -5.198 1.995 0.786  0.06
H -5.181 0.713 -0.431  0.08
H -5.775 2.329 -0.854  0.08
H -3.521 3.868 0.663  0.08
H -4.117 4.302 -0.949  0.08
H -2.392 3.969 -0.697  0.08
H -3.576 0.878 -2.419  0.09
H -2.471 2.254 -2.534  0.08
H -4.212 2.499 -2.768  0.09
H -2.190 -3.022 -0.977  0.08
H -3.692 -3.108 -0.048  0.09
H -2.414 -4.311 0.224  0.08
H -0.006 -2.463 0.232  0.07
H -0.318 -3.648 1.515  0.09
H -0.070 -1.935 1.925  0.08
H -3.749 -2.367 2.344  0.08
H -2.247 -1.934 3.176  0.07
H -2.552 -3.619 2.723  0.09
Br 4.563 -5.439 0.428  0.77
C 4.800 -3.922 -0.665  -0.69
C 3.875 -3.653 -1.665  -0.10
C 4.036 -2.532 -2.458  -0.01
C 5.123 -1.686 -2.247  -0.29
C 6.075 -1.997 -1.281  -0.02
C 5.905 -3.106 -0.470  -0.11
N 5.376 -0.524 -3.021  0.10
N 4.424 0.067 -3.581  0.09
C 3.149 0.183 -3.196  -0.22
C 2.195 0.368 -4.255  0.01
C 0.862 0.326 -4.044  0.03
C 0.345 0.163 -2.696  -0.32
O -0.839 0.034 -2.422  0.03
C 1.332 0.189 -1.580  -0.14
N 0.776 0.204 -0.367  0.12
C 1.568 0.262 0.688  -0.10
C 2.959 0.343 0.568  0.00
C 3.533 0.326 -0.683  0.01
C 2.703 0.217 -1.808  -0.09
H 3.037 -4.319 -1.821  0.11
H 3.322 -2.326 -3.247  0.12
H 6.936 -1.349 -1.167  0.12
H 6.626 -3.341 0.300  0.11
H 2.599 0.475 -5.254  0.12
H 0.148 0.400 -4.853  0.13
H 1.067 0.271 1.651  0.09
H 3.570 0.428 1.456  0.12
H 4.605 0.410 -0.795  0.11

As for the spin multiplicity: 2. As for the total energy: -6174.2189 Ha. The strongest force on any atom is 0.63 eV Å⁻¹. As for the orbital gap (alpha / beta): 5.6 / 4.6 eV.